{
  "formula": "C26H26F5GeO2SSbSe4Tc",
  "method": "ωB97M-V/def2-TZVPD",
  "species": ["Tc", "Se", "Sb", "Se", "Se", "Se", "C", "C", "S", "O", "C", "C", "H", "H", "H", "H", "H", "H", "H", "H", "H", "H", "F", "C", "F", "C", "F", "F", "F", "C", "Ge", "C", "C", "C", "C", "C", "C", "C", "C", "C", "C", "C", "C", "C", "C", "C", "C", "C", "C", "H", "H", "H", "H", "H", "H", "H", "H", "H", "H", "H", "H", "H", "H", "H", "H", "O", "C"],
  "positions_angstrom": [[-1.01610, -2.38095, -0.62793], [2.43547, -1.38800, -3.76184], [3.57757, -3.23850, -4.60126], [0.36717, -3.94525, -1.51650], [-0.06097, -4.14989, -3.83589], [1.91381, -5.16481, -4.46116], [4.55629, -2.07126, 1.56002], [3.10284, -1.62086, 1.54320], [2.57147, -1.21849, -0.11840], [1.18126, -0.53678, 0.22673], [3.57971, 0.20146, -0.55754], [3.57104, 1.34344, 0.43926], [4.79767, -2.43281, 2.55786], [5.24003, -1.25579, 1.32709], [4.73279, -2.89001, 0.86169], [2.90950, -0.74638, 2.16366], [2.41951, -2.41528, 1.84481], [3.17323, 0.50020, -1.52630], [4.57356, -0.21126, -0.74850], [2.55750, 1.70697, 0.60685], [4.14967, 2.16706, 0.02239], [4.02424, 1.06815, 1.39108], [-0.17609, -2.00529, 2.28243], [-0.42350, -2.99345, 1.35833], [0.53960, -3.95323, 1.60264], [-1.79327, -3.60446, 1.74683], [-2.34118, -3.24122, 2.87890], [-2.65905, -3.04272, 0.71023], [-1.88004, -4.90406, 1.59183], [0.05526, -0.73387, -0.73552], [-1.11833, 0.86738, -0.13902], [-2.82548, 0.75766, -1.04701], [-3.80027, -0.15261, -0.62985], [-4.98903, -0.28803, -1.33010], [-5.21592, 0.48663, -2.46002], [-4.25958, 1.39894, -2.87995], [-3.07017, 1.53533, -2.17575], [0.03374, 2.30741, -0.76808], [0.29603, 3.39206, 0.06773], [1.15346, 4.40734, -0.33775], [1.76046, 4.34877, -1.58351], [1.49793, 3.28043, -2.43177], [0.63854, 2.26917, -2.02561], [-1.27960, 0.92543, 1.79341], [-2.53202, 0.89511, 2.40406], [-2.64914, 0.95200, 3.78737], [-1.51462, 1.05264, 4.57587], [-0.26140, 1.11024, 3.97943], [-0.14685, 1.04807, 2.60099], [0.42265, -0.41737, -1.71546], [-3.64269, -0.76123, 0.25546], [-5.73722, -0.99465, -0.99531], [-6.14153, 0.38115, -3.01005], [-4.43962, 2.00664, -3.75687], [-2.33195, 2.25474, -2.51175], [-0.16740, 3.44761, 1.04598], [1.34503, 5.24464, 0.32060], [2.42803, 5.13952, -1.89990], [1.95275, 3.24041, -3.41336], [0.43530, 1.45475, -2.71462], [-3.43227, 0.84408, 1.80504], [-3.62897, 0.92537, 4.24556], [-1.60452, 1.09811, 5.65314], [0.62546, 1.20612, 4.59275], [0.83679, 1.09654, 2.14991], [-2.41436, -1.68379, -3.33047], [-1.90224, -1.91930, -2.34603]],
  "forces_ev_per_angstrom": [[0.026, -0.038, 0.026], [-0.026, 0.037, 0.007], [-0.002, -0.018, -0.001], [-0.004, 0.019, 0.017], [0.012, -0.015, 0.012], [0.020, -0.002, -0.008], [-0.003, 0.004, -0.009], [0.003, -0.009, 0.008], [-0.013, -0.009, 0.022], [-0.012, -0.040, 0.011], [0.018, -0.015, -0.039], [-0.002, 0.000, 0.005], [-0.001, 0.002, 0.003], [0.006, 0.003, 0.001], [-0.003, -0.001, -0.001], [-0.004, -0.003, 0.002], [0.002, 0.002, -0.003], [0.000, 0.004, -0.015], [0.006, -0.006, 0.004], [0.005, -0.004, -0.004], [0.000, 0.002, -0.002], [0.001, 0.004, 0.003], [0.008, 0.009, -0.004], [0.029, -0.026, -0.031], [-0.007, 0.005, 0.007], [-0.003, 0.009, 0.012], [0.005, -0.010, -0.020], [-0.004, -0.012, 0.065], [-0.005, 0.033, -0.019], [-0.009, 0.031, 0.024], [-0.010, 0.005, 0.009], [0.013, 0.011, -0.010], [-0.001, 0.004, -0.004], [0.001, -0.002, 0.002], [-0.002, 0.000, 0.000], [-0.004, -0.003, -0.001], [-0.003, 0.004, 0.003], [0.001, -0.006, -0.002], [-0.011, -0.001, 0.004], [0.005, 0.003, -0.001], [0.000, -0.004, -0.001], [-0.005, 0.002, 0.003], [0.010, -0.002, -0.010], [-0.013, 0.010, -0.001], [-0.007, -0.004, 0.001], [0.000, 0.001, 0.000], [0.001, 0.000, -0.003], [0.000, 0.002, 0.004], [0.010, -0.014, -0.010], [-0.025, -0.001, 0.008], [-0.006, -0.004, -0.005], [-0.002, -0.001, 0.000], [-0.001, 0.001, -0.002], [0.002, 0.001, -0.001], [0.002, 0.000, -0.002], [-0.001, 0.000, 0.002], [0.000, 0.002, 0.002], [0.000, 0.003, 0.001], [0.003, 0.000, -0.003], [-0.002, -0.001, 0.003], [-0.004, 0.003, 0.001], [-0.002, 0.001, 0.001], [-0.002, 0.000, 0.002], [0.001, 0.002, 0.002], [0.000, -0.001, -0.006], [0.022, -0.008, 0.017], [-0.015, 0.042, -0.078]],
  "e_lumo_ha": -0.1621,
  "de_lowest_kcal_mol": 0.00,
  "charge": 1,
  "homo_lumo_gap_ha": 0.239
}